## one
{
  "formula": "C19H27N3O6S",
  "method": "ωB97M-V/def2-TZVPD",
  "smiles": "C=CCNC(=O)NC(=O)COC(=O)[C@H](C)NS(=O)(=O)c1c(C)c(C)cc(C)c1C",
  "total_charge": 0,
  "gap_ev": 9.448,
  "species": ["C", "N", "O", "C", "C", "C", "N", "H", "C", "H", "C", "O", "H", "H", "S", "H", "H", "H", "H", "C", "H", "H", "C", "C", "H", "N", "O", "C", "H", "H", "H", "H", "H", "C", "H", "H", "C", "C", "O", "H", "C", "H", "H", "O", "C", "C", "H", "O", "H", "H", "C", "C", "H", "H", "C", "H"],
  "coordinates": [[2.40, -2.00, -2.74], [-1.04, 1.75, 3.17], [1.08, 0.99, 3.44], [0.37, 1.88, 3.04], [2.37, 3.05, 0.67], [-2.00, 2.56, 2.68], [-2.04, -1.38, -0.09], [2.77, 2.58, 2.72], [1.59, -1.00, -0.71], [1.90, -2.75, -5.15], [-1.31, -1.45, -3.15], [-2.59, -0.61, 2.66], [-4.33, -2.70, -0.28], [0.44, -1.77, -5.33], [-1.05, -0.06, -0.53], [-3.57, 1.40, 3.66], [4.71, -2.08, -1.60], [-4.15, 2.75, 2.60], [0.06, 3.66, 2.14], [1.13, -1.97, -3.31], [-1.41, -2.25, -3.87], [-3.72, -0.24, -0.37], [0.34, -0.91, -1.31], [0.07, -1.43, -2.58], [-3.90, -2.71, 1.44], [0.78, 3.04, 2.52], [-3.61, 1.08, 1.61], [0.94, -2.50, -4.70], [0.33, -3.41, -4.68], [4.34, 2.33, 0.75], [4.01, -2.31, 0.01], [-5.27, -1.73, 0.87], [2.64, 0.19, 0.71], [2.15, 3.26, 2.14], [1.52, 3.29, 0.04], [-1.56, -1.90, 0.64], [3.49, 2.58, 0.14], [-3.12, -0.15, 1.69], [-1.77, 0.70, -1.50], [-1.53, -0.50, -3.64], [2.64, -1.56, -1.45], [-2.04, -1.59, -2.36], [-1.31, 0.80, 3.43], [-1.82, 3.69, 2.26], [-4.27, -2.10, 0.62], [4.01, -1.67, -0.87], [4.38, -0.69, -0.56], [-0.71, 0.67, 0.67], [1.01, -0.20, 1.20], [3.61, 2.46, -0.92], [-3.41, 1.95, 2.72], [1.88, -0.58, 0.70], [2.42, 4.29, 2.40], [3.22, -2.41, -3.32], [-3.33, -0.92, 0.39], [2.27, -1.43, 1.26]],
  "lowdin_charge": [0.01, 0.18, 0.08, -0.53, -0.16, -0.42, -0.07, 0.12, -0.18, 0.08, -0.05, 0.11, 0.08, 0.09, 0.73, 0.14, 0.08, 0.14, 0.11, -0.22, 0.08, 0.15, -0.16, -0.20, 0.09, 0.09, 0.05, -0.05, 0.09, 0.06, 0.09, 0.09, 0.07, -0.17, 0.11, 0.12, -0.01, -0.48, -0.26, 0.10, -0.22, 0.05, 0.13, 0.08, -0.02, -0.04, 0.08, -0.28, 0.04, 0.06, -0.04, -0.03, 0.13, 0.12, -0.33, 0.10]
}



## two
{
  "formula": "C19H27N3O6S",
  "method": "ωB97M-V/def2-TZVPD",
  "smiles": "CC(C)(C)NC(=O)NC(=O)COC(=O)c1cccc(S(=O)(=O)N2CCCCC2)c1",
  "total_charge": 0,
  "gap_ev": 9.365,
  "species": ["O", "C", "H", "C", "H", "H", "N", "C", "C", "C", "C", "H", "H", "N", "H", "H", "H", "H", "C", "C", "H", "H", "H", "H", "H", "C", "H", "H", "C", "C", "C", "H", "C", "H", "O", "C", "H", "O", "O", "H", "H", "H", "S", "H", "N", "H", "C", "C", "C", "H", "O", "O", "H", "H", "C", "C"],
  "coordinates": [[3.40, -0.21, -3.83], [-4.41, 1.02, 1.81], [1.16, -0.76, -3.43], [3.87, 0.27, 1.33], [-5.72, 2.54, 1.02], [-3.32, -0.80, 2.26], [2.40, -2.31, -2.95], [-5.57, 1.47, 0.92], [-4.70, 1.35, 3.27], [4.68, -0.79, 0.96], [1.07, -1.75, -2.99], [5.26, -2.09, -0.67], [0.85, 4.18, 0.96], [-1.72, 3.44, 0.94], [0.03, -3.03, 0.05], [2.48, -2.88, -0.23], [3.58, -3.83, -2.25], [1.96, -4.56, -0.44], [-0.67, 2.69, 0.52], [1.91, -3.55, -0.87], [-4.84, 2.42, 3.38], [5.32, -1.27, 1.69], [-3.94, -0.72, 0.60], [-2.40, 1.12, 1.09], [-0.12, -3.78, -1.54], [0.41, -1.69, -1.61], [-5.04, -1.04, 1.94], [-1.62, 4.45, 0.97], [3.05, 0.45, -0.93], [0.46, -3.07, -0.95], [0.56, 3.53, 0.13], [0.93, -0.97, -0.97], [2.52, -3.58, -2.28], [0.35, 4.12, -0.77], [1.62, 2.65, -0.21], [3.06, 0.90, 0.39], [2.44, 0.93, -1.68], [1.93, 2.27, 1.98], [4.86, -2.10, -3.18], [2.00, -4.34, -2.88], [-6.49, 0.96, 1.22], [-5.36, 1.24, -0.12], [3.70, -1.30, -2.94], [0.46, -2.38, -3.65], [-3.18, 1.70, 1.38], [-3.86, 1.04, 3.90], [-3.01, 3.02, 1.38], [4.65, -1.26, -0.35], [-4.16, -0.48, 1.64], [-0.62, -1.36, -1.71], [-0.66, 1.48, 0.45], [-3.80, 3.87, 1.70], [-5.60, 0.84, 3.61], [3.86, 0.63, 2.35], [3.83, -0.64, -1.27], [2.16, 1.99, 0.83]],
  "lowdin_charge": [-0.28, -0.58, 0.11, 0.01, 0.08, 0.09, -0.24, -0.03, -0.03, -0.04, -0.19, 0.12, 0.14, 0.19, 0.11, 0.10, 0.11, 0.11, -0.41, -0.17, 0.08, 0.11, 0.08, 0.11, 0.11, -0.17, 0.09, 0.16, 0.00, -0.19, -0.07, 0.09, -0.19, 0.15, 0.01, -0.10, 0.13, 0.14, -0.28, 0.13, 0.08, 0.09, 0.67, 0.13, 0.14, 0.09, -0.51, -0.05, -0.04, 0.11, 0.09, 0.08, 0.08, 0.12, -0.25, -0.44]
}



Most stable = two



## one
{
  "formula": "C25H25N3O3",
  "method": "ωB97M-V/def2-TZVPD",
  "smiles": "CN1CCc2cc(C(Oc3ccc([N+](=O)[O-])cc3)c3ccc4c(c3)CCN4C)ccc21",
  "total_charge": 0,
  "gap_ev": 6.855,
  "species": ["O", "H", "C", "C", "C", "C", "C", "C", "N", "H", "H", "H", "C", "H", "H", "H", "C", "C", "H", "H", "H", "C", "H", "C", "H", "H", "C", "H", "H", "C", "H", "C", "C", "N", "O", "C", "H", "H", "H", "C", "C", "C", "C", "C", "C", "H", "H", "O", "H", "C", "H", "H", "H", "C", "C", "N"],
  "coordinates": [[-3.70, -1.15, -0.13], [-0.69, -3.15, -1.81], [3.11, -4.83, 3.89], [4.01, -7.40, 4.69], [5.07, -3.93, 5.39], [1.64, -9.25, 0.55], [-0.17, -7.11, 0.88], [2.86, -7.26, 3.86], [5.83, -6.10, 5.84], [7.68, -7.02, 6.16], [4.43, -8.37, 5.00], [2.34, -8.23, 3.68], [-1.85, -2.55, -0.11], [-0.46, -12.39, -0.86], [1.12, -11.83, -0.22], [-1.27, -3.33, 3.14], [6.64, -7.20, 6.34], [-2.04, -2.60, 1.30], [3.05, -8.02, 1.53], [-0.95, -6.40, 1.07], [6.53, -7.33, 7.42], [-0.51, -8.21, 0.13], [2.73, -3.89, 3.57], [0.39, -9.30, 0.02], [-1.65, -10.02, -2.27], [0.75, -11.69, -1.96], [1.71, -5.70, 1.96], [-2.36, -10.69, -0.73], [7.16, -4.49, 5.76], [6.17, -4.71, 6.12], [-1.95, -7.85, -1.49], [-0.12, -4.11, 1.45], [-1.78, -8.51, -0.60], [-0.24, -10.33, -0.68], [-2.71, -1.57, -2.06], [0.33, -11.63, -0.94], [2.30, -5.06, 1.31], [2.31, -10.09, 0.45], [6.35, -8.14, 5.85], [2.04, -8.08, 1.18], [4.70, -6.24, 5.11], [2.51, -5.99, 3.24], [-1.61, -9.98, -1.15], [-0.78, -3.22, -0.73], [1.16, -6.99, 1.34], [-2.69, -8.48, 0.04], [4.51, -3.33, 6.13], [0.47, -5.03, 2.28], [5.52, -3.28, 4.64], [4.19, -4.97, 4.77], [0.91, -4.51, -0.42], [6.16, -4.55, 7.19], [-2.86, -2.09, 1.72], [-1.13, -3.32, 2.06], [0.09, -3.98, 0.05], [-2.81, -1.70, -0.83]],
  "lowdin_charge": [0.03, 0.12, 0.03, -0.01, -0.10, -0.02, 0.04, -0.03, -0.14, 0.08, 0.09, 0.12, -0.14, 0.09, 0.07, 0.12, -0.03, 0.01, 0.11, 0.12, 0.09, -0.16, 0.11, -0.20, 0.12, 0.09, -0.20, 0.12, 0.11, -0.13, 0.12, -0.24, -0.09, -0.15, 0.05, -0.06, 0.15, 0.10, 0.08, -0.06, -0.21, -0.12, -0.12, 0.01, -0.14, 0.12, 0.12, -0.05, 0.12, -0.16, 0.12, 0.11, 0.10, 0.02, 0.00, -0.32]
}



## two
{
  "formula": "C25H25N3O3",
  "method": "ωB97M-V/def2-TZVPD",
  "smiles": "O=C(c1cccc(N2C(=O)[C@H]3CC=CC[C@H]3C2=O)c1)N1CCN(c2ccccc2)CC1",
  "total_charge": 0,
  "gap_ev": 8.381,
  "species": ["O", "H", "H", "C", "N", "C", "C", "H", "H", "H", "N", "H", "C", "C", "C", "C", "H", "H", "C", "C", "C", "C", "C", "O", "H", "H", "H", "H", "H", "C", "O", "H", "H", "C", "H", "H", "C", "C", "H", "C", "H", "C", "H", "H", "H", "C", "C", "C", "C", "H", "C", "H", "C", "H", "N", "C"],
  "coordinates": [[-2.22, 2.00, -1.22], [-4.84, 3.87, 1.48], [0.90, 2.36, 2.77], [4.09, -2.62, -2.60], [-3.84, -0.58, 1.15], [-4.56, -0.75, -0.09], [1.86, 0.36, 0.23], [3.24, -3.30, -2.70], [4.67, 0.53, -3.84], [-3.85, -0.93, -2.16], [-2.33, -0.23, -0.91], [-2.80, 2.01, 4.73], [-2.66, -1.42, 1.20], [1.94, 1.08, 1.41], [4.26, 0.08, -0.30], [4.20, -2.19, -1.12], [-1.22, 2.27, 1.50], [-3.79, 4.04, 3.71], [-4.41, 1.80, 1.25], [2.84, -1.71, -0.66], [3.93, -1.40, -3.46], [-1.96, -1.42, -0.18], [0.84, 1.78, 1.86], [1.82, -2.34, -0.64], [-2.28, -2.28, -0.78], [6.57, -1.14, -2.50], [5.00, -3.16, -2.88], [2.87, 1.10, 1.96], [-4.76, -1.83, -0.19], [4.74, -0.37, -3.26], [4.61, 1.18, 0.05], [6.22, 0.51, -1.98], [5.94, -1.24, -0.18], [-0.44, 1.00, -0.02], [-4.00, 0.75, -1.60], [4.48, -3.06, -0.52], [-1.74, 0.98, -0.76], [-3.83, 0.66, 1.79], [-4.86, 1.78, 0.27], [-3.73, -0.26, -1.30], [-0.88, -1.48, -0.06], [-4.40, 3.00, 1.93], [-2.95, -2.44, 1.47], [3.16, -1.40, -4.21], [0.63, -0.21, -1.43], [5.78, -0.46, -2.19], [-3.25, 1.96, 3.75], [5.14, -1.01, -0.89], [-0.35, 1.74, 1.15], [-5.52, -0.24, -0.04], [0.68, 0.33, -0.50], [-2.85, -0.12, 3.55], [-3.27, 0.76, 3.07], [-1.98, -1.04, 1.95], [2.97, -0.40, -0.24], [-3.81, 3.09, 3.18]],
  "lowdin_charge": [0.08, 0.11, 0.11, -0.13, -0.10, -0.13, -0.16, 0.12, 0.11, 0.12, -0.04, 0.10, -0.12, 0.01, -0.37, -0.16, 0.11, 0.10, -0.03, -0.38, -0.09, -0.10, -0.05, 0.12, 0.13, 0.13, 0.13, 0.12, 0.12, -0.08, 0.13, 0.12, 0.16, -0.12, 0.11, 0.16, -0.42, -0.23, 0.10, -0.11, 0.11, -0.08, 0.12, 0.11, 0.14, -0.13, -0.10, -0.16, 0.00, 0.12, 0.04, 0.11, -0.04, 0.11, 0.12, -0.11]
}



Most stable = two



## one
{
  "formula": "C6H15NSi",
  "method": "ωB97M-V/def2-TZVPD",
  "total_charge": 0,
  "gap_ev": 8.948,
  "species": ["H", "H", "H", "H", "C", "H", "H", "H", "H", "H", "C", "H", "C", "H", "H", "C", "C", "H", "H", "Si", "C", "N", "H"],
  "coordinates": [[-2.48, 0.51, 1.81], [-1.41, 1.94, 1.89], [-0.83, 2.44, -1.01], [-3.59, -1.10, 0.08], [-1.63, -1.29, -0.63], [-1.75, 1.26, -1.85], [4.34, -0.28, -1.04], [-3.03, -2.85, -0.08], [2.12, 0.57, -1.72], [-0.77, 0.46, 2.57], [-1.35, 0.87, 1.76], [-2.04, -1.06, -1.60], [-2.74, -1.88, 0.18], [-2.51, -2.08, 1.26], [2.04, 0.26, 1.27], [2.44, 0.56, -0.73], [3.99, 0.57, -0.51], [4.52, 1.39, -0.97], [4.17, 0.42, 0.48], [-0.90, 0.32, 0.08], [1.67, 0.23, 0.32], [-1.32, 1.62, -0.99], [-0.81, -1.86, -0.97]],
  "lowdin_charge": [0.07, 0.02, -0.01, 0.10, -0.34, 0.03, 0.05, 0.04, 0.04, 0.01, -0.22, 0.06, -0.18, 0.08, -0.03, -0.26, -0.11, 0.06, 0.03, 0.62, -0.07, -0.06, 0.05]
}



## two
{
  "formula": "C6H15NSi",
  "method": "ωB97M-V/def2-TZVPD",
  "smiles": "CN[SiH]1CCCCC1",
  "total_charge": 0,
  "gap_ev": 9.444,
  "species": ["C", "H", "C", "H", "H", "H", "H", "C", "H", "Si", "H", "C", "H", "H", "H", "N", "C", "H", "H", "H", "H", "C", "H"],
  "coordinates": [[0.74, -1.40, -0.20], [-0.41, 2.51, 0.41], [0.19, 1.68, -1.48], [-0.67, -0.78, -1.71], [-0.92, 1.59, -1.65], [0.16, -2.21, 0.06], [0.82, -1.75, -2.25], [-1.61, -1.24, 2.45], [0.89, 0.49, -3.06], [0.37, 0.10, 1.11], [1.78, -1.58, -0.15], [0.36, -0.91, -1.63], [-2.44, -1.02, 3.17], [-1.78, 0.62, 1.61], [1.30, 0.21, 2.11], [-1.22, -0.13, 1.75], [0.96, 0.47, -1.97], [-0.79, -1.77, 2.81], [0.77, 2.55, -1.88], [1.95, 0.65, -1.53], [1.31, 2.20, 0.21], [0.29, 1.79, 0.06], [-2.06, -2.09, 1.77]],
  "lowdin_charge": [-0.24, 0.05, -0.28, 0.08, 0.12, 0.02, 0.13, -0.24, 0.10, 0.69, 0.05, -0.25, 0.09, 0.03, -0.05, -0.22, -0.26, 0.04, 0.12, 0.11, 0.06, -0.26, 0.10]
}



Most stable = two



## one
{
  "formula": "C2HN3O3",
  "method": "ωB97M-V/def2-TZVPD",
  "smiles": "O=c1nnnc(O)o1",
  "total_charge": 0,
  "gap_ev": 8.695,
  "species": ["O", "O", "N", "O", "H", "N", "C", "C", "N"],
  "coordinates": [[0.38, -1.14, 0.47], [2.60, -0.82, -0.38], [1.28, 1.05, 0.17], [-1.92, -0.96, -0.22], [-2.43, -0.21, 0.07], [0.19, 1.62, 0.11], [1.57, -0.20, -0.01], [-0.78, -0.37, 0.09], [-0.88, 1.03, -0.30]],
  "lowdin_charge": [0.10, 0.12, 0.09, 0.17, 0.11, -0.04, -0.38, -0.26, 0.09]
}



## two
{
  "formula": "C2HN3O3",
  "method": "ωB97M-V/def2-TZVPD",
  "total_charge": 0,
  "gap_ev": [8.297, 9.780],
  "species": ["C", "C", "N", "O", "N", "O", "H", "N", "O"],
  "coordinates": [[-0.29, -0.21, -0.06], [-0.01, -0.99, -1.27], [-0.24, 2.15, 0.85], [0.92, 2.21, 0.94], [0.39, -2.15, -0.88], [-1.19, 2.68, 1.21], [0.00, -0.49, -2.22], [0.01, -1.01, 0.95], [0.41, -2.18, 0.47]],
  "lowdin_charge": [0.00, -0.14, -0.27, 0.14, 0.05, 0.17, 0.11, 0.02, -0.08]
}



## three
{
  "formula": "C2HN3O3",
  "method": "ωB97M-V/def2-TZVPD",
  "smiles": "O=c1nnonc1O",
  "total_charge": 0,
  "gap_ev": 9.200,
  "species": ["N", "N", "C", "C", "N", "O", "H", "O", "O"],
  "coordinates": [[-0.62, -1.38, 0.20], [-2.03, 0.51, -0.14], [0.17, 0.87, -0.09], [0.36, -0.52, -0.08], [-1.16, 1.32, -0.08], [1.10, 1.64, 0.14], [2.46, -0.49, 0.22], [1.56, -1.12, -0.20], [-1.85, -0.85, 0.02]],
  "lowdin_charge": [0.17, 0.05, -0.40, -0.33, 0.14, 0.11, 0.28, 0.03, -0.06]
}



Most stable = one